No. 1
A molecular structure, C2H3Cl2O2P in a non-equilibrium geometry, computed with wB97M-V/def2-TZVPD.

```
10
Properties=species:S:1:pos:R:3
C -0.04355 0.32125 -0.07992
C 1.19934 1.09663 0.15066
O 4.83475 0.12972 2.06394
O 2.45410 -0.24172 1.62082
P 3.62104 0.79656 1.68805
Cl 1.02751 2.36292 1.23514
Cl 2.52283 1.30023 -0.79751
H -0.91959 0.97958 -0.13919
H -0.40292 -0.38479 0.79257
H -0.11950 -0.47877 -0.87069
```

Calculated values
Spin multiplicity: 1
HOMO-LUMO gap (spin up / spin down), eV: 6.68 / 6.70
E_LUMO (spin up / spin down), Eh: -0.079 / -0.079

How is the electron density shared among the atoms? According to Löwdin, the charges in e are: atom 1 (C): -0.159, atom 2 (C): -1.195, atom 3 (O): -0.445, atom 4 (O): -0.505, atom 5 (P): 0.491, atom 6 (Cl): 0.726, atom 7 (Cl): 0.761, atom 8 (H): 0.079, atom 9 (H): 0.142, atom 10 (H): 0.104

No. 2
A molecular structure, C7H9N in a non-equilibrium geometry, computed with wB97M-V/def2-TZVPD.

```
17
Properties=species:S:1:pos:R:3
C -0.99391 1.59317 0.37722
C -0.53122 0.33999 1.40320
C 0.75857 -0.93274 1.00466
C 1.13820 -1.50330 -0.60763
C -0.56560 1.10653 -1.00457
C 0.53547 0.35692 -0.71390
C -0.31856 -0.43723 0.20609
H -0.24000 2.25132 0.72579
H -2.09928 1.91985 0.24774
H -1.28752 -0.14623 2.15895
H 0.54031 -1.83228 1.78466
H 0.73645 -2.57412 -0.59759
H 2.10371 -1.39839 -0.86933
H -0.34566 2.01919 -1.53605
H 1.54239 0.82098 -0.79198
H -1.12001 -1.09868 -0.03115
N 0.14667 -0.48499 -1.75611
```

Calculated values
Spin multiplicity: 1
HOMO-LUMO gap, eV: 6.94
E_LUMO, Eh: -0.032

How is the electron density shared among the atoms? According to Löwdin, the charges in e are: atom 1 (C): -0.061, atom 2 (C): 0.000, atom 3 (C): -0.020, atom 4 (C): 0.039, atom 5 (C): -0.096, atom 6 (C): -0.586, atom 7 (C): -0.623, atom 8 (H): 0.095, atom 9 (H): 0.146, atom 10 (H): 0.146, atom 11 (H): 0.131, atom 12 (H): 0.128, atom 13 (H): 0.048, atom 14 (H): 0.127, atom 15 (H): 0.188, atom 16 (H): 0.154, atom 17 (N): 0.183

No. 3
4 unconnected molecules or ions with the total composition C7H13N4O2PS3 in a non-equilibrium geometry, computed with wB97M-V/def2-TZVPD.

```
30
Properties=species:S:1:pos:R:3
O 1.33419 4.57560 1.99286
C 1.62704 3.85668 0.88067
O 2.39898 4.53075 -0.18066
S 3.98547 3.90511 -0.31272
N 1.07574 2.44904 0.82956
S 0.38146 2.04591 -0.72103
P 2.23045 1.22448 1.41682
S 2.82078 1.79170 3.21735
H 3.99207 2.68336 -1.02206
H -0.02385 3.25660 -1.35805
H 1.69028 -0.12138 1.49818
H 3.42896 1.20200 0.60772
C -1.95995 -1.64789 -2.63456
C -1.21903 -1.33206 -1.34544
N -0.60437 -1.07009 -0.27608
H -3.02753 -1.44690 -2.50966
H -1.57367 -1.02771 -3.44802
H -1.82385 -2.70128 -2.89429
C 2.19405 -4.42846 0.07952
C 2.08474 -3.23211 1.01083
N 1.99405 -2.23971 1.78343
H 2.54252 -4.10387 -0.90483
H 2.90321 -5.15427 0.48676
H 1.21697 -4.90723 -0.02860
C -4.49399 0.39156 1.15037
C -4.83050 0.17301 -0.31576
N -5.10960 -0.00829 -1.53199
H -5.34299 0.85217 1.66297
H -4.26678 -0.56574 1.62736
H -3.62483 1.04901 1.23938
```

Calculated values
Spin multiplicity: 1
HOMO-LUMO gap, eV: 7.95
E_LUMO, Eh: -0.013
SMILES: O=C(OS)N(S)[PH2]=S.CC#N.CC#N.CC#N

How is the electron density shared among the atoms? According to Löwdin, the charges in e are: atom 1 (O): -0.004, atom 2 (C): -0.507, atom 3 (O): -0.509, atom 4 (S): 0.780, atom 5 (N): -0.638, atom 6 (S): 0.651, atom 7 (P): 0.297, atom 8 (S): 0.118, atom 9 (H): -0.110, atom 10 (H): -0.076, atom 11 (H): -0.060, atom 12 (H): -0.048, atom 13 (C): -0.072, atom 14 (C): -0.203, atom 15 (N): 0.079, atom 16 (H): 0.046, atom 17 (H): 0.078, atom 18 (H): 0.075, atom 19 (C): -0.075, atom 20 (C): -0.179, atom 21 (N): 0.092, atom 22 (H): 0.075, atom 23 (H): 0.076, atom 24 (H): 0.076, atom 25 (C): -0.074, atom 26 (C): -0.199, atom 27 (N): 0.080, atom 28 (H): 0.076, atom 29 (H): 0.078, atom 30 (H): 0.077